# 1
20
Properties=species:S:1:pos:R:3:forces:R:3:mulliken_charge:R:1 method="wB97M-V/def2-TZVPD" total_charge=0 smiles=NCCS.O.O.O lumo_energy_ha=0.0099 homo_lumo_gap_ha=0.3538
N 2.12012 0.81163 -0.38062 -4.3 -3.7 -1.0 -0.46
C 0.84842 1.29505 -1.03942 1.5 4.4 0.0 -0.34
C -0.26555 0.32581 -1.15427 1.3 -3.6 1.4 -0.66
S -1.12368 0.02326 0.54562 0.1 -0.2 -0.7 -0.24
H 2.81157 1.37860 -0.02812 1.1 2.0 0.8 0.18
H 1.80260 0.09669 0.28737 0.9 0.6 -0.1 0.20
H 1.16411 1.55166 -2.07789 -0.4 0.0 0.5 0.26
H 0.50195 2.30952 -0.55757 0.4 -1.8 -0.8 0.25
H -1.17849 0.47617 -1.69049 0.4 0.8 -1.1 0.42
H 0.34866 -0.61694 -1.56022 -2.0 1.3 1.0 0.29
H -2.42814 -0.12460 0.12129 1.0 0.1 0.0 0.11
O -4.50421 -3.31459 0.03351 0.8 0.5 1.5 -0.64
H -4.10514 -3.32125 0.95292 -0.7 0.0 -1.7 0.33
H -4.41875 -2.38648 -0.24388 -0.1 -0.5 0.1 0.31
O 5.68712 -2.15697 -0.54946 0.4 0.6 -0.5 -0.65
H 5.73750 -1.79106 -1.46775 0.1 -0.3 1.4 0.33
H 6.22145 -1.59191 0.04827 -0.5 -0.4 -0.9 0.32
O -3.39719 2.53653 3.08988 1.4 -2.1 0.4 -0.64
H -2.90743 1.68232 3.37590 -1.2 2.2 -0.8 0.32
H -2.91492 2.81655 2.29494 -0.2 -0.2 0.3 0.32

# 2
20
Properties=species:S:1:pos:R:3:forces:R:3:mulliken_charge:R:1 method="wB97M-V/def2-TZVPD" total_charge=+1 spin_multiplicity=2 s_squared=0.76 lumo_energy_ha="-0.1217 / -0.3296" homo_lumo_gap_ha="0.3858 / 0.1606"
C 0.23396 0.66790 0.25593 -0.3 -1.2 -1.3 -0.40
C -0.97584 -0.28973 0.26347 -0.5 -0.7 -0.8 -0.76
S -0.77733 -1.52287 1.59429 -0.3 -0.1 -1.1 -0.16
N 0.30370 1.29017 -1.04808 -0.9 3.3 2.1 -0.14
H 1.11335 0.01097 0.35582 0.1 0.4 0.2 0.36
H 0.30089 1.43259 1.06946 -0.2 -0.2 -0.4 0.33
H -1.09265 -0.78458 -0.73305 1.2 -0.2 0.6 0.45
H -2.00331 0.04426 0.23034 -0.1 1.4 1.0 0.51
H -1.44392 -2.40294 0.80861 0.2 -0.2 0.6 0.18
H 1.05230 1.99502 -1.19527 1.1 -1.1 -0.5 0.27
H -0.53932 1.87065 -1.26492 0.0 -1.4 -0.4 0.37
H 3.65060 2.70884 -1.96999 -0.3 -0.9 0.0 0.32
H 2.90180 3.90393 -1.79823 -0.9 0.2 0.1 0.33
O 2.71873 2.95372 -1.85562 0.9 0.6 0.1 -0.68
H 0.75020 -4.63001 -2.14393 0.1 -0.1 -0.1 0.32
H -0.24904 -4.73228 -1.00299 0.0 -0.2 -0.2 0.30
O -0.09399 -5.02748 -1.90935 -0.1 0.3 0.3 -0.62
H -1.98722 0.08755 3.28284 0.2 -0.3 0.3 0.30
H -2.23600 1.54582 3.35667 0.2 0.2 0.4 0.32
O -1.62691 0.87848 3.70402 -0.4 0.1 -0.8 -0.61

# 3
21
Properties=species:S:1:pos:R:3:forces:R:3:mulliken_charge:R:1 method="wB97M-V/def2-TZVPD" total_charge=0 lumo_energy_ha=-0.1833 homo_lumo_gap_ha=0.1223
N 1.63617 -1.12474 0.46439 0.6 1.6 -2.2 -0.56
C 0.59728 0.01310 0.47012 2.5 -1.3 0.9 -0.24
C -0.79870 -0.64666 0.36013 0.2 -1.0 0.3 -0.26
S -2.08809 0.51276 0.40318 -0.4 -0.8 0.0 -0.16
S 2.11595 -0.04663 -2.46180 -0.2 0.4 0.7 -0.46
H 2.52250 -1.07157 1.06035 -2.1 0.5 -0.9 0.27
H 1.96554 -1.16548 -0.57703 -0.7 -0.5 2.7 0.20
H 0.68619 0.63812 1.37882 -0.1 -0.4 -0.4 0.33
H 0.71176 0.72573 -0.41545 0.2 -1.0 0.3 0.19
H -0.84954 -1.34616 -0.50004 -0.2 0.4 0.2 0.27
H -0.85263 -1.39338 1.25749 0.1 1.4 -0.9 0.32
H 2.04983 0.40253 -3.70036 0.0 0.2 -0.6 0.14
H -1.83490 -0.41243 3.43960 -0.1 0.3 0.5 0.31
H -1.32760 0.11175 4.89623 0.3 -1.2 -2.6 0.31
O -1.06464 -0.35338 4.02027 -0.3 1.0 2.0 -0.62
H 0.17405 -1.05120 -3.06906 -0.1 -0.9 0.7 0.26
H -1.01191 -1.14044 -3.84833 -1.0 -0.2 -0.5 0.32
O -0.63381 -1.62232 -3.11650 1.0 1.0 -0.1 -0.55
H -1.03596 2.27782 0.07390 1.5 1.1 0.0 0.20
H -0.70923 3.78221 -0.07541 0.6 -0.8 0.0 0.32
O -0.25225 2.91038 -0.06050 -1.8 0.1 0.1 -0.59

# 4
20
Properties=species:S:1:pos:R:3:forces:R:3:mulliken_charge:R:1 method="wB97M-V/def2-TZVPD" total_charge=0 smiles=CNCO.O.O.O lumo_energy_ha=0.0111 homo_lumo_gap_ha=0.3701
C 0.36671 0.47713 -1.84430 -2.8 3.5 0.7 -0.86
N -0.96943 0.21780 -1.20825 -0.7 -3.5 -0.7 -0.36
C -0.94441 -0.97359 -0.30244 -1.7 1.3 -0.3 -0.15
O -0.35541 -2.15621 -0.78828 -1.6 -2.4 -3.0 -0.61
H 1.03441 0.49109 -0.96841 0.4 0.2 -0.8 0.31
H 0.04449 1.57487 -2.21776 2.0 -2.2 0.5 0.28
H 0.70838 -0.13041 -2.66681 0.0 -0.4 0.0 0.29
H -1.68756 -0.04080 -1.92264 0.9 0.7 0.4 0.25
H -0.31000 -0.70713 0.52008 0.0 0.2 0.4 0.22
H -2.00628 -1.13158 0.09724 1.3 0.1 -0.7 0.33
H -0.91142 -2.69246 -1.55182 1.8 2.4 3.0 0.32
O 1.72843 1.52613 2.19182 0.7 1.5 0.1 -0.65
H 1.13957 2.16845 2.63569 0.2 -0.9 -0.5 0.32
H 1.31649 0.68021 2.13830 -1.0 -0.7 0.2 0.28
O 0.92317 -1.68198 1.79215 0.4 0.6 1.0 -0.69
H 0.79847 -2.27389 1.04793 0.4 -0.1 -0.4 0.34
H 1.82410 -1.31909 1.81586 -0.3 -0.7 -0.4 0.34
O -0.91979 2.30316 0.62528 4.8 3.0 1.7 -0.61
H -0.16035 1.84429 0.22512 -0.6 0.4 0.3 0.33
H -1.61958 1.82402 0.38123 -4.2 -2.9 -1.7 0.30

# 5
21
Properties=species:S:1:pos:R:3:forces:R:3:mulliken_charge:R:1 method="wB97M-V/def2-TZVPD" total_charge=0 lumo_energy_ha=-0.0160 homo_lumo_gap_ha=0.2164
Na -0.10109 0.45134 1.16263 -0.5 -0.2 -0.7 0.80
C -0.58812 -0.90345 -2.30954 0.7 -0.5 -0.4 -0.45
C -1.52898 0.23282 -2.03874 -1.2 0.6 1.2 -0.49
O -1.78063 0.42896 -0.68269 1.0 0.1 0.3 -0.88
H -1.02033 -1.85643 -1.99511 -0.1 0.1 0.1 0.23
H 0.34476 -0.76082 -1.75103 -0.1 0.0 0.0 -0.13
H -0.32019 -0.99685 -3.37022 -0.1 0.0 0.0 0.36
H -2.49351 0.04154 -2.54684 0.1 -0.1 -0.3 0.28
H -1.16562 1.17150 -2.50844 0.3 -0.1 -0.3 0.23
O -0.40830 -1.76062 2.14038 -0.2 -0.2 0.0 -0.60
H 0.12507 -2.55441 2.25397 0.0 0.1 -0.1 0.29
H -1.26395 -2.08515 1.82547 0.1 0.2 -0.1 0.33
O 0.33029 1.04547 3.56398 0.0 0.1 0.0 -0.53
H -0.32716 1.47826 4.12161 0.1 0.0 -0.1 0.30
H 0.95755 0.65155 4.17999 -0.1 0.0 -0.1 0.28
O 0.44326 2.27607 -0.20527 0.0 0.2 -0.3 -0.71
H -0.31679 2.04396 -0.78366 0.0 -0.3 0.5 0.33
H 1.22390 2.19890 -0.76514 -0.1 0.0 0.0 0.32
O 2.23827 -0.36912 -0.06779 0.2 0.1 0.3 -0.53
H 2.87468 0.02043 0.54584 0.0 -0.1 -0.2 0.28
H 2.77689 -0.75394 -0.76937 -0.2 0.0 0.0 0.27

# 6
20
Properties=species:S:1:pos:R:3:forces:R:3:mulliken_charge:R:1 method="wB97M-V/def2-TZVPD" total_charge=-1 lumo_energy_ha=0.1054 homo_lumo_gap_ha=0.2362
C -0.24868 -1.95734 -2.54733 1.9 -0.1 -0.5 -0.96
C -0.04646 -0.66256 -1.74959 -1.3 -0.1 1.7 -0.57
S -0.34158 -1.02510 0.10470 0.6 0.4 -0.7 -0.68
H -0.94813 -1.92936 -3.37264 -0.9 0.0 0.4 0.27
H -0.32264 -2.79848 -1.85013 -0.7 0.2 -0.4 0.30
H 0.66010 -2.21725 -3.11925 0.2 0.3 0.3 0.29
H -0.80322 0.10945 -1.87800 -0.1 -0.2 -0.8 0.28
H 0.90359 -0.16164 -1.86733 0.4 -0.2 -0.2 0.34
H 3.48178 0.15058 -0.47034 -0.9 0.6 0.0 0.29
H 2.36046 -1.05161 -0.40915 -0.1 1.0 0.3 0.33
O 3.29131 -0.77501 -0.44051 0.8 -1.6 -0.1 -0.67
H 0.25655 3.94221 4.82384 0.0 0.0 -0.1 0.34
H 1.36456 4.98456 4.55817 -0.4 -0.3 0.3 0.32
O 0.78339 4.62437 5.25022 0.4 0.3 -0.2 -0.66
H -3.37643 -2.32974 -0.23144 -0.7 -0.7 0.0 0.31
H -2.01513 -2.49266 -0.37685 0.5 -1.0 0.0 0.16
O -2.81175 -3.09715 -0.43213 0.2 1.7 0.2 -0.65
H -1.13040 1.71659 0.93930 -0.3 -0.1 0.0 0.32
H -0.06303 2.42477 1.63804 0.1 0.2 0.2 0.31
O -0.99430 2.54537 1.43042 0.2 -0.3 -0.2 -0.67

# 7
37
Properties=species:S:1:pos:R:3:forces:R:3:mulliken_charge:R:1 method="wB97M-V/def2-TZVPD" total_charge=+1 lumo_energy_ha=-0.2045 homo_lumo_gap_ha=0.2842
Be 14.45978 -27.48521 7.18533 -0.4 0.3 0.0 1.36
C 11.60954 -24.92180 4.18307 -1.6 -0.4 -1.1 0.68
F 10.96902 -23.79555 3.95799 0.1 0.3 0.7 -0.22
F 10.70076 -25.92126 4.06496 1.2 0.4 0.0 -0.18
F 12.52845 -25.03413 3.23754 0.2 -0.4 0.3 -0.19
S 12.43886 -24.92886 5.87397 1.2 2.2 1.5 0.97
O 13.85201 -24.72766 5.57455 -1.3 -0.8 0.3 -0.58
O 11.78053 -23.92916 6.73893 1.5 -2.6 -1.9 -0.57
N 12.28565 -26.60908 6.42053 4.2 3.1 -2.4 -0.50
S 10.88999 -26.62667 7.05591 -7.3 -1.3 1.4 0.81
O 11.05146 -26.63112 8.46244 0.0 -0.3 1.4 -0.61
O 9.79228 -25.77710 6.50671 3.3 -2.1 0.6 -0.56
C 10.34023 -28.44019 6.56561 -1.9 1.7 -1.1 0.66
F 11.00335 -29.36227 7.20234 0.3 -0.6 1.2 -0.19
F 8.99527 -28.54636 6.71734 1.2 0.0 1.0 -0.22
F 10.50642 -28.67757 5.27203 0.8 0.4 -0.8 -0.23
O 14.15419 -26.69588 9.56896 0.6 -0.4 -1.0 -0.44
H 13.63596 -26.97539 10.32363 -0.6 -0.2 0.0 0.27
H 14.44691 -25.81244 9.79277 0.0 0.3 -0.1 0.23
O 15.95735 -25.31907 7.64392 -0.3 -0.8 0.2 -0.43
H 16.00343 -24.70473 8.37650 -0.1 0.2 0.2 0.26
H 16.47219 -24.90541 6.95106 0.0 0.0 -0.5 0.26
O 16.70095 -28.34311 8.17438 -0.9 0.1 -0.7 -0.49
H 17.41692 -28.41946 7.54367 0.2 0.1 -0.3 0.27
H 17.10519 -28.53455 9.02065 -0.2 0.0 0.5 0.27
O 13.64683 -29.37030 8.73939 0.5 0.8 -0.5 -0.42
H 13.81643 -29.27747 9.67686 0.1 0.2 0.2 0.24
H 13.22692 -30.22633 8.65508 -0.3 -0.3 -0.4 0.26
O 13.13488 -27.83831 4.14839 0.7 -0.4 -0.5 -0.53
H 12.74038 -27.35916 4.87710 -0.3 -0.1 0.2 0.32
H 12.41616 -27.96873 3.52980 -0.2 -0.1 -0.2 0.35
O 15.83154 -26.95419 5.12694 -0.1 -0.2 1.2 -0.41
H 16.62755 -27.39931 4.83628 0.2 -0.4 0.0 0.24
H 15.61075 -26.36300 4.40722 -0.7 0.4 -0.1 0.26
O 14.82447 -29.73370 5.88724 0.1 0.7 0.9 -0.46
H 14.62353 -30.11438 5.03229 -0.4 0.4 -0.5 0.27
H 15.46731 -30.33040 6.27053 0.2 -0.2 0.4 0.26

# 8
21
Properties=species:S:1:pos:R:3:forces:R:3:mulliken_charge:R:1 method="wB97M-V/def2-TZVPD" total_charge=+1 spin_multiplicity=2 s_squared=0.76 lumo_energy_ha="-0.1136 / -0.3243" homo_lumo_gap_ha="0.4194 / 0.2030"
C -0.51923 -1.13308 1.83408 0.5 0.4 0.7 -0.60
N -1.32203 -0.22358 0.95595 -2.7 -3.9 -2.8 -0.21
C -1.18888 -0.77353 -0.46191 -1.1 3.1 0.0 -0.35
N -1.89379 0.17056 -1.42389 2.2 -2.3 1.1 -0.53
H -0.08545 -0.45158 2.64257 -0.2 -1.4 -1.0 0.29
H -1.01275 -2.04317 2.30202 -0.2 1.5 -0.4 0.32
H 0.23236 -1.58648 1.14134 -0.1 0.8 1.0 0.28
H -2.42155 -0.16740 1.02238 2.7 0.4 0.9 0.34
H -1.60233 -1.83190 -0.41275 0.3 1.0 -0.2 0.46
H -0.11946 -0.78411 -0.77283 -0.3 -0.2 0.3 0.32
H -1.62882 1.11500 -1.11716 -0.2 -0.3 -0.7 0.31
H -1.53814 -0.06264 -2.38673 -0.8 0.7 1.2 0.32
H -0.34951 1.52524 1.95466 0.8 0.3 -0.2 0.32
H 0.26368 2.86752 1.86894 -0.3 2.6 0.4 0.32
O 0.50049 1.97963 1.78083 -0.4 -2.5 -0.1 -0.64
H 2.10944 -0.83866 -2.52393 0.4 -0.2 0.0 0.29
H 3.50730 -0.71923 -1.92508 0.3 0.1 0.1 0.32
O 2.88918 -1.36011 -2.27745 -0.7 0.1 0.0 -0.62
H 1.95367 1.26971 -1.24348 0.6 0.0 -0.4 0.29
H 1.15401 1.80216 -0.06795 -0.4 -0.9 -0.7 0.33
O 1.07180 1.24566 -0.88960 -0.3 0.7 1.2 -0.57

# 9
22
Properties=species:S:1:pos:R:3:forces:R:3:mulliken_charge:R:1 method="wB97M-V/def2-TZVPD" total_charge=-1 spin_multiplicity=2 s_squared=0.75 lumo_energy_ha="0.0984 / 0.0956" homo_lumo_gap_ha="0.0876 / 0.3280"
C 1.09083 1.43923 2.04680 -1.4 3.4 3.6 -1.31
C -0.20583 0.69315 2.26699 0.4 -1.4 -2.4 -0.52
S -0.00475 -0.99366 3.06084 0.2 1.1 0.8 -0.08
S 1.20427 -2.20298 1.93895 -0.1 -0.2 -0.9 -0.22
H 1.72733 0.92260 1.43384 1.7 -1.2 -1.5 0.31
H 1.58123 1.66032 3.09205 -0.6 -0.4 -2.0 0.30
H 0.82128 2.46402 1.58254 0.6 -1.6 0.6 0.42
H -0.54745 0.46446 1.22927 -0.3 0.2 0.7 0.20
H -0.98368 1.28054 2.74900 0.0 -0.4 0.4 0.43
H 2.49593 -1.76292 1.87856 -0.5 0.4 0.5 0.13
H 1.00371 -1.05145 -2.37547 -1.4 3.4 0.0 0.24
H 0.69326 -2.47403 -2.58251 -2.1 -1.9 -0.2 0.38
O 1.37035 -1.87682 -2.45927 4.8 -0.9 -0.7 -0.84
H -0.94818 0.74935 -3.18465 -1.4 0.2 -2.1 0.34
H 0.27830 1.54215 -2.69160 2.5 3.5 -1.2 0.14
O -0.30400 0.87646 -2.53283 -1.1 -3.9 3.5 -0.52
H -0.45832 -2.73923 -0.36353 1.0 -1.3 5.9 0.26
H -0.41707 -1.61873 -1.29293 -0.4 -1.0 0.1 0.30
O -0.59244 -2.58686 -1.21619 -1.9 1.9 -5.2 -0.68
H -2.46704 2.56035 -0.77339 -1.9 -3.2 0.2 0.37
H -2.32086 1.02660 -1.11446 -1.2 1.0 0.7 0.21
O -3.01687 1.62745 -0.69201 3.2 2.2 -0.9 -0.88

# 10
21
Properties=species:S:1:pos:R:3:forces:R:3:mulliken_charge:R:1 method="wB97M-V/def2-TZVPD" total_charge=0 smiles=CCO.O.O.O.O lumo_energy_ha=0.0250 homo_lumo_gap_ha=0.4057
C -2.95126 0.98253 0.58709 0.1 0.2 0.9 -1.11
C -2.34757 -0.33004 0.09763 -0.5 0.8 0.4 -0.12
O -1.23678 -0.58253 0.95339 0.4 -0.5 -0.6 -0.59
H -3.26401 0.80684 1.61739 -0.1 0.1 0.1 0.27
H -3.82461 1.37780 0.07779 0.0 -0.3 -0.5 0.36
H -2.21843 1.79605 0.65020 0.1 -0.3 -0.3 0.28
H -3.09210 -1.11812 0.25034 0.1 -0.1 -0.4 0.31
H -2.06038 -0.23850 -0.95405 0.1 -0.3 0.0 0.27
H -0.71927 -1.33318 0.57337 -0.1 0.4 0.2 0.38
O 1.02441 0.97246 0.88853 -0.1 0.1 0.3 -0.71
H 1.13921 0.93059 1.84559 -0.1 -0.1 -0.1 0.28
H 0.12714 0.60241 0.74010 0.3 -0.1 0.2 0.34
O 2.51318 -1.35832 -1.88166 0.4 0.8 -0.4 -0.71
H 2.31677 -1.01317 -2.76134 -0.3 -0.5 -0.2 0.31
H 3.00463 -0.59189 -1.54687 0.0 -0.2 0.6 0.35
O 3.24387 2.06989 -0.30418 0.2 -0.2 0.1 -0.61
H 2.54360 1.80316 0.31852 -0.1 0.1 -0.4 0.41
H 3.40239 3.00482 -0.15902 0.0 0.0 0.0 0.30
O 0.49610 -2.39270 -0.25522 -0.3 0.3 -0.2 -0.67
H 0.67870 -3.25185 0.11757 0.2 -0.3 0.0 0.28
H 1.22440 -2.13623 -0.85519 -0.1 0.0 0.2 0.38